{
  "formula": "C11H10O2S",
  "method": "ωB97M-V/def2-TZVPD",
  "species": ["C", "C", "C", "C", "C", "C", "C", "C", "C", "C", "C", "O", "O", "S", "H", "H", "H", "H", "H", "H", "H", "H", "H", "H"],
  "coordinates": [[3.4737, -0.1540, 0.6180], [3.0343, -1.5180, 0.4480], [2.5300, 0.8157, 0.2932], [1.7146, -1.8149, 0.0746], [1.1966, 0.6007, -0.1196], [0.7959, -0.7424, -0.1611], [-1.1534, 1.8738, 0.2425], [0.2598, 1.7628, -0.3755], [-1.9884, 0.8857, 0.4899], [-1.2666, -1.5239, -2.0828], [-3.3556, 0.8785, 0.8949], [0.6663, 2.7691, -0.9734], [-1.2827, -2.3626, 0.4697], [-0.9927, -1.1830, -0.4381], [4.5147, 0.0365, 0.9105], [3.7192, -2.3306, 0.6022], [2.8899, 1.8184, 0.3054], [1.4989, -2.9072, 0.1700], [-1.3947, 2.9615, 0.2704], [-2.1725, -2.0120, -2.2331], [-1.1855, -0.5369, -2.6706], [-3.6696, 0.0490, 1.6666], [-4.1692, 0.7673, 0.2364], [-3.6631, 1.8667, 1.3619]],
  "homo_ha": [-0.2981, -0.2964],
  "homo_lumo_gap_ev": [7.3, 7.2],
  "relative_energy_ev": 4.918,
  "lumo_ev": [-0.80, -0.86],
  "largest_force_ev_per_a": 4.5
}

---

{
  "formula": "C11H11BeBrClF2NO4",
  "method": "ωB97M-V/def2-TZVPD",
  "species": ["C", "C", "C", "Cl", "C", "C", "Br", "C", "C", "C", "O", "O", "C", "N", "C", "O", "F", "C", "O", "F", "H", "H", "H", "H", "H", "H", "H", "H", "H", "H", "H", "Be"],
  "coordinates": [[-3.0583, 0.4888, 0.0570], [-2.1261, 0.5519, -1.0067], [-0.8102, -0.2054, -1.1043], [-0.5291, -0.9738, -2.7512], [0.5470, 0.5165, -0.7283], [1.1586, 1.6032, -1.6752], [-0.1345, 2.4657, -2.8855], [1.7679, 2.7620, -0.7601], [2.8137, 2.2252, 0.2981], [1.4715, -0.7661, -0.8050], [2.5711, -0.9187, -1.1530], [0.7167, -1.9014, -0.3469], [-0.6135, -1.4922, -0.1472], [-0.9559, -1.3197, 1.2931], [-1.9681, -2.2439, 1.7378], [-3.0500, -1.9280, 2.0159], [-1.6742, -3.6423, 1.9084], [0.2145, -1.4139, 2.1782], [0.6151, -0.4224, 2.6481], [0.8173, -2.5902, 2.4723], [-3.0936, 1.3001, 0.8286], [-3.7055, -0.4356, 0.1059], [-2.3952, 1.2093, -1.8934], [0.4340, 0.7378, 0.3682], [2.0116, 1.2461, -2.3005], [2.3090, 3.4346, -1.4789], [0.9746, 3.3455, -0.2299], [3.7439, 2.8559, 0.2670], [3.1425, 1.1702, 0.1346], [2.4220, 2.3297, 1.3470], [-1.3715, -2.2163, -0.5597], [-2.2451, -5.7726, 2.1656]],
  "homo_ha": -0.5406,
  "homo_lumo_gap_ev": 2.3,
  "charge": 2,
  "lumo_ev": -12.42,
  "largest_force_ev_per_a": 3.1
}

---

{
  "formula": "C11H11BrNO2",
  "method": "ωB97M-V/def2-TZVPD",
  "species": ["C", "C", "C", "C", "C", "C", "C", "C", "C", "C", "C", "N", "O", "O", "Br", "H", "H", "H", "H", "H", "H", "H", "H", "H", "H", "H"],
  "coordinates": [[0.3565, 3.3596, -0.0606], [1.6219, 2.9789, 0.3797], [-0.7059, 2.4901, -0.2092], [1.8136, 1.5967, 0.6556], [-0.4514, 1.1252, -0.1259], [0.7790, 0.6554, 0.4364], [-1.4965, 0.1319, -0.2032], [-1.2122, -1.2166, -0.1350], [-2.1333, -2.2818, 0.0083], [0.8989, -0.7791, 0.7523], [0.6664, -1.9386, -1.4547], [0.1423, -1.6420, -0.1539], [-1.7076, -3.4067, 0.2361], [0.3408, -0.9457, 2.0622], [-3.4044, 0.7854, -0.0448], [0.2037, 4.3259, -0.2593], [2.4061, 3.6227, 0.4298], [-1.7342, 2.8971, -0.6248], [2.7151, 1.1934, 1.0695], [-3.1660, -1.8545, -0.1579], [1.9534, -1.0554, 0.7288], [0.7740, -0.9731, -2.0352], [1.6685, -2.4442, -1.5241], [-0.0069, -2.4951, -2.0816], [0.0448, -2.5577, 0.3174], [-0.3668, -1.5719, 1.9941]],
  "homo_ha": -0.4871,
  "homo_lumo_gap_ev": 8.1,
  "smiles": "C[N@@H+]1C(C=O)=C(Br)c2ccccc2[C@H]1O",
  "relative_energy_ev": 0.000,
  "charge": 1,
  "lumo_ev": -5.20,
  "largest_force_ev_per_a": 4.7
}

---

{
  "formula": "C11H11HgN3O5",
  "method": "ωB97M-V/def2-TZVPD",
  "species": ["Hg", "O", "C", "C", "O", "C", "O", "C", "O", "C", "H", "H", "C", "H", "H", "C", "N", "C", "C", "C", "N", "C", "O", "N", "H", "H", "H", "H", "H", "H", "H"],
  "coordinates": [[0.1486, 0.1388, -0.9986], [0.2906, 3.1722, -0.6648], [0.2374, 2.0300, -0.8118], [0.0572, -1.7613, -0.9725], [0.0015, -2.9117, -0.9226], [2.0514, 0.0486, -0.9999], [3.2029, -0.0068, -0.9777], [-1.7535, 0.2312, -1.0423], [-2.9052, 0.2864, -1.0456], [0.1812, 0.8276, -6.0895], [-0.7096, 1.4287, -6.2356], [1.1284, 1.3403, -6.2156], [0.1154, -0.5517, -6.1479], [1.0103, -1.1394, -6.3204], [-0.8277, -1.0511, -6.3405], [-1.9963, -1.6602, 3.7753], [-0.9605, -0.8124, 3.1687], [-0.1161, -0.1197, 3.9707], [0.8582, 0.6823, 3.4200], [0.9806, 0.7884, 2.0319], [0.1216, 0.0833, 1.1942], [-0.8499, -0.7200, 1.7940], [-1.6252, -1.3580, 1.1058], [2.0138, 1.6510, 1.5658], [-3.0014, -1.3125, 3.4544], [-1.9617, -1.6292, 4.8863], [-1.8540, -2.7144, 3.4561], [-0.1923, -0.1821, 5.0500], [1.5213, 1.2291, 4.0798], [2.6151, 2.1443, 2.2427], [2.2182, 1.8490, 0.5887]],
  "homo_ha": -0.5340,
  "homo_lumo_gap_ev": 5.5,
  "relative_energy_ev": 5.206,
  "charge": 2,
  "lumo_ev": -9.01,
  "largest_force_ev_per_a": 14.6
}

---

{
  "formula": "C11H11IrNO7S2",
  "method": "ωB97M-V/def2-TZVPD",
  "species": ["Ir", "O", "C", "O", "C", "C", "C", "C", "C", "N", "C", "O", "O", "H", "H", "H", "H", "H", "C", "C", "O", "O", "H", "H", "H", "C", "O", "C", "S", "S", "H", "H", "H"],
  "coordinates": [[-1.0283, -0.7723, -0.2016], [1.6642, 1.1018, -2.9880], [0.8934, 0.7474, -2.0058], [0.6160, -0.4127, -1.7136], [0.3497, 1.8708, -1.1923], [0.6080, 3.2119, -1.3878], [0.0118, 4.1133, -0.5154], [-0.7974, 3.6444, 0.5116], [-0.9913, 2.2800, 0.6306], [-0.4265, 1.4283, -0.2138], [-1.8167, 1.5623, 1.6609], [-2.3874, 2.1899, 2.6489], [-1.9426, 0.3514, 1.5693], [1.9960, 0.3293, -3.4828], [1.2509, 3.5388, -2.1932], [0.1771, 5.1763, -0.6342], [-1.2627, 4.3499, 1.1881], [-2.2299, 3.1460, 2.6710], [-4.4961, -1.5102, -2.2189], [-3.2382, -1.2226, -1.4915], [-2.7087, -0.0723, -1.4777], [-2.6076, -2.1356, -0.8437], [-4.2529, -1.6526, -3.2739], [-5.1702, -0.6606, -2.1401], [-4.9609, -2.4144, -1.8380], [1.2418, -5.3977, -0.4351], [0.8708, -4.1020, 0.1460], [-0.3229, -3.9662, 0.5862], [-1.5738, -5.0317, 0.5906], [-0.8324, -2.5596, 1.4567], [2.3097, -5.3434, -0.5963], [0.7070, -5.5278, -1.3735], [0.9963, -6.1878, 0.2709]],
  "homo_ha": [-0.5537, -0.5953],
  "homo_lumo_gap_ev": [7.6, 6.9],
  "relative_energy_ev": 0.064,
  "charge": 2,
  "lumo_ev": [-7.46, -9.31],
  "multiplicity": 6,
  "largest_force_ev_per_a": 0.6
}

---

{
  "formula": "C11H11MnNO2S5",
  "method": "ωB97M-V/def2-TZVPD",
  "species": ["Mn", "C", "C", "C", "C", "C", "C", "H", "H", "H", "H", "H", "H", "S", "C", "S", "C", "C", "S", "S", "S", "N", "C", "C", "O", "O", "H", "H", "H", "H", "H"],
  "coordinates": [[-0.2518, 0.5044, -0.2696], [-0.8981, 0.6373, -2.6777], [-2.0316, 0.2678, -1.9415], [-2.6220, 1.1845, -1.0621], [-2.0920, 2.4704, -0.9303], [-0.9609, 2.8359, -1.6630], [-0.3664, 1.9236, -2.5348], [-0.4805, -0.0479, -3.4068], [-2.5039, -0.6920, -2.1185], [-3.5299, 0.9163, -0.5387], [-2.5822, 3.1853, -0.2849], [-0.5737, 3.8438, -1.5892], [0.4966, 2.2064, -3.1196], [-2.3894, -3.1965, 5.6183], [-1.8270, -2.3955, 4.3123], [-1.3338, -3.1870, 2.8335], [-0.7882, -1.7474, 1.9953], [-0.9402, -0.5631, 2.6549], [-0.4522, 0.9911, 2.0945], [-1.6439, -0.6622, 4.2591], [-0.0609, -1.9317, 0.4322], [2.7791, -0.8819, 0.8930], [3.2237, -1.0940, -0.4939], [2.4491, -0.0034, -1.3404], [2.4726, -0.0438, -2.5480], [1.8671, 0.8476, -0.5823], [1.9125, -1.4656, 1.0506], [2.4006, 0.1282, 0.8132], [3.4836, -1.0047, 1.6195], [2.9481, -2.0798, -0.8658], [4.2955, -0.9459, -0.6098]],
  "homo_ha": [-0.2510, -0.2538],
  "homo_lumo_gap_ev": [6.3, 6.4],
  "lumo_ev": [-0.56, -0.46],
  "multiplicity": 2,
  "largest_force_ev_per_a": 1.7
}